## one
This record from the Open Molecules 2025 dataset describes a structure of composition C5H12NO. The level of theory is ωB97M-V/def2-TZVPD.

Results
M   102.157 g/mol
Total charge   +1
Kohn-Sham gap   5.88 eV

Last column: Mulliken charge in e.
Cartesian coordinates (Å):
C (-1.75, 0.12, -0.79)  -0.103
O (-0.45, 1.25, -1.77)  -0.560
C (-1.47, -1.21, -0.44)  -0.654
C (-0.48, -0.95, 1.20)  -0.924
C (0.63, -0.04, 1.37)  -0.525
C (1.76, 0.03, 0.54)  -0.469
N (2.19, 1.19, -0.07)  -0.357
H (-1.67, 0.67, 0.02)  0.407
H (-2.43, 0.39, -1.49)  0.338
H (0.07, 2.03, -1.83)  0.385
H (-2.36, -1.87, 0.07)  0.368
H (-0.67, -1.69, -1.14)  0.323
H (-1.45, -0.96, 1.63)  0.645
H (-0.13, -2.00, 1.41)  0.374
H (0.42, 0.19, 2.31)  0.536
H (2.13, -0.96, 0.24)  0.340
H (3.19, 1.12, -0.26)  0.263
H (2.15, 1.98, 0.50)  0.272
H (0.31, 0.70, -1.50)  0.341

***

## two
This record from the Open Molecules 2025 dataset describes a cluster of 2 separate species, C5H12NO in total. The level of theory is ωB97M-V/def2-TZVPD.

Results
M   102.157 g/mol
Total charge   +1
Kohn-Sham gap   11.09 eV

Last column: Mulliken charge in e.
Cartesian coordinates (Å):
C (-2.91, -0.93, -0.39)  -0.503
C (-2.90, 0.03, 0.52)  -0.684
C (0.90, 0.21, -0.03)  1.017
C (0.20, 1.51, -0.16)  -1.059
C (3.03, -1.00, 0.10)  -0.807
N (2.20, 0.18, 0.02)  -0.165
O (0.24, -0.90, 0.02)  -0.406
H (-2.70, -1.96, -0.14)  0.382
H (-3.19, -0.74, -1.41)  0.233
H (-3.18, 1.04, 0.27)  0.329
H (-2.67, -0.15, 1.56)  0.366
H (-0.75, 1.49, 0.39)  0.320
H (-0.05, 1.68, -1.20)  0.322
H (0.80, 2.34, 0.19)  0.365
H (3.81, -0.84, 0.84)  0.313
H (2.43, -1.86, 0.39)  0.318
H (3.50, -1.20, -0.86)  0.321
H (2.70, 1.06, -0.04)  0.260
H (-0.74, -0.81, 0.01)  0.080

***

## three
This record from the Open Molecules 2025 dataset describes a cluster of 2 separate species, C5H12NO in total. The level of theory is ωB97M-V/def2-TZVPD.

Results
M   102.157 g/mol
Total charge   +1
Kohn-Sham gap   5.60 eV

Last column: Mulliken charge in e.
Cartesian coordinates (Å):
C (0.67, 0.64, -1.76)  -1.242
C (1.30, 0.54, -0.38)  -0.297
C (0.70, -0.47, 0.56)  0.584
C (1.13, -0.72, 1.84)  -1.048
C (-1.65, -0.76, -0.24)  -0.730
N (-0.29, -1.28, 0.05)  0.005
H (-0.39, 0.86, -1.80)  0.315
H (0.96, -0.28, -2.27)  0.339
H (1.19, 1.38, -2.37)  0.372
H (1.11, 1.49, 0.15)  0.306
H (2.37, 0.32, -0.46)  0.457
H (2.19, -0.60, 2.00)  0.317
H (0.52, -1.38, 2.43)  0.339
H (-2.08, -1.19, -1.16)  0.293
H (-2.24, -1.34, 0.48)  0.382
H (-0.45, -2.06, 0.70)  0.380
H (-2.13, 2.21, 1.11)  0.329
H (-1.58, 0.90, 0.35)  0.452
O (-1.36, 1.74, 0.78)  -0.554

***

## four
This record from the Open Molecules 2025 dataset describes a cluster of 2 separate species, C5H12NO in total. The level of theory is ωB97M-V/def2-TZVPD.

Results
M   102.157 g/mol
Total charge   +1
Kohn-Sham gap   6.03 eV

Last column: Mulliken charge in e.
Cartesian coordinates (Å):
C (2.69, 1.13, 0.11)  -1.235
C (2.26, -0.21, -0.26)  -0.091
C (0.45, -1.96, -0.55)  -1.091
C (-3.65, 0.54, 0.85)  -0.013
C (0.92, -0.54, -0.22)  0.615
N (-2.76, 0.50, -0.08)  -0.052
O (-0.02, 0.41, -0.04)  -0.641
H (2.73, 1.96, -0.64)  0.334
H (1.99, 1.56, 0.79)  0.365
H (3.04, -0.99, -0.22)  0.217
H (-0.20, -2.12, 0.26)  0.315
H (-0.12, -1.81, -1.49)  0.275
H (1.42, -2.61, -0.55)  0.293
H (3.66, 0.98, 0.53)  0.307
H (-4.67, 0.88, 0.56)  0.262
H (-3.51, 0.10, 1.84)  0.281
H (-1.81, 0.19, 0.20)  0.346
H (-3.01, 0.73, -1.03)  0.286
H (0.57, 1.27, -0.05)  0.227

***

On energetic grounds, two is preferred over the next structure by 47.2 kcal/mol.

***

## one
This record from the Open Molecules 2025 dataset describes the ion C2H9N2O with charge +1. The level of theory is ωB97M-V/def2-TZVPD.

Results
M   77.107 g/mol
Total charge   +1
Kohn-Sham gap   11.92 eV
SMILES   NC[NH2+]CO

Last column: Mulliken charge in e.
Cartesian coordinates (Å):
N (-2.13, 0.43, 0.44)  -0.623
C (-1.06, -0.51, 0.77)  -0.343
N (-0.04, -0.40, -0.35)  -0.159
C (1.30, 0.09, 0.12)  -0.457
O (1.97, 0.47, -1.03)  -0.488
H (-2.59, 0.64, 1.32)  0.274
H (-2.83, -0.07, -0.11)  0.253
H (-0.64, -0.16, 1.71)  0.365
H (-1.33, -1.56, 0.84)  0.337
H (0.03, -1.33, -0.78)  0.376
H (-0.38, 0.22, -1.08)  0.344
H (1.71, -0.73, 0.71)  0.423
H (1.12, 0.98, 0.73)  0.351
H (2.92, 0.41, -0.95)  0.347

***

## two
This record from the Open Molecules 2025 dataset describes the ion C2H9N2O with charge +1. The level of theory is ωB97M-V/def2-TZVPD.

Results
M   77.107 g/mol
Total charge   +1
Kohn-Sham gap   11.71 eV
SMILES   NC[NH2+]CO

Last column: Mulliken charge in e.
Cartesian coordinates (Å):
N (-0.14, 2.28, -0.50)  -0.491
C (0.58, 1.32, 0.24)  -0.385
N (0.37, -0.21, -0.30)  -0.239
C (-0.48, -1.02, 0.60)  -0.395
O (-0.27, -2.32, 0.06)  -0.496
H (0.07, 2.47, -1.47)  0.263
H (-1.14, 2.13, -0.39)  0.240
H (0.31, 1.34, 1.29)  0.341
H (1.62, 1.46, -0.04)  0.376
H (1.33, -0.58, -0.35)  0.354
H (0.09, -0.14, -1.27)  0.364
H (-0.03, -1.12, 1.60)  0.338
H (-1.49, -0.60, 0.65)  0.404
H (-1.00, -2.90, 0.25)  0.328

***

On energetic grounds, one is preferred over the next structure by 7.9 kcal/mol.

***

## one
This record from the Open Molecules 2025 dataset describes a cluster of 2 separate species, C2H9N2O in total. The level of theory is ωB97M-V/def2-TZVPD.

Results
M   77.107 g/mol
Total charge   +1
Kohn-Sham gap   11.07 eV

Last column: Mulliken charge in e.
Cartesian coordinates (Å):
C (-1.40, 0.52, 0.03)  -0.805
N (2.00, 0.34, -1.28)  -0.403
C (0.67, 0.54, -1.19)  0.230
N (-0.07, -0.01, -0.29)  -0.060
H (-2.12, -0.28, 0.13)  0.294
H (-1.38, 1.14, 0.92)  0.282
H (-1.79, 1.08, -0.83)  0.370
H (2.45, -0.56, -1.37)  0.253
H (2.53, 1.08, -1.71)  0.258
H (0.18, 1.10, -1.98)  0.311
H (0.21, -0.81, 0.28)  0.278
H (0.06, -0.81, 2.69)  0.338
H (-1.06, -1.86, 2.51)  0.335
O (-0.29, -1.47, 2.07)  -0.680

***

## two
This record from the Open Molecules 2025 dataset describes a cluster of 2 separate species, C2H9N2O in total. The level of theory is ωB97M-V/def2-TZVPD.

Results
M   77.107 g/mol
Total charge   +1
Kohn-Sham gap   6.67 eV

Last column: Mulliken charge in e.
Cartesian coordinates (Å):
C (-1.02, -0.94, -1.55)  -0.785
N (0.05, 1.72, 0.48)  -0.385
C (-0.82, 0.60, 0.25)  -0.396
N (-0.17, -0.25, -0.66)  -0.148
H (-1.63, -0.22, -2.12)  0.384
H (-0.44, -1.59, -2.22)  0.314
H (-1.77, -1.58, -1.06)  0.405
H (0.92, 1.53, 0.95)  0.304
H (-0.80, 0.02, 1.21)  0.403
H (-1.84, 0.93, 0.04)  0.460
H (1.16, -0.90, 0.57)  0.447
H (0.24, 2.28, -0.33)  0.257
H (2.19, -1.71, 1.41)  0.352
O (1.71, -0.86, 1.34)  -0.611

***

On energetic grounds, one is preferred over the next structure by 104.5 kcal/mol.

***

## one
This record from the Open Molecules 2025 dataset describes an isolated molecule of C5H5NS. The level of theory is ωB97M-V/def2-TZVPD.

Results
M   111.169 g/mol
Kohn-Sham gap   7.86 eV
SMILES   C=C1C=CC(=S)N1

Last column: Mulliken charge in e.
Cartesian coordinates (Å):
C (-1.82, -0.81, -0.02)  -0.839
C (-0.62, -0.30, -0.07)  0.762
C (-0.38, 1.12, 0.00)  -0.434
C (0.95, 1.29, -0.03)  -0.449
C (1.67, -0.01, -0.05)  0.004
S (3.27, -0.34, -0.01)  -0.333
N (0.63, -0.92, -0.08)  -0.162
H (-2.05, -1.89, -0.06)  0.266
H (-2.70, -0.13, 0.22)  0.183
H (-1.30, 1.73, 0.01)  0.319
H (1.51, 2.24, -0.07)  0.388
H (0.85, -1.96, 0.18)  0.295

***

## two
This record from the Open Molecules 2025 dataset describes an isolated molecule of C5H5NS. The level of theory is ωB97M-V/def2-TZVPD.

Results
M   111.169 g/mol
Kohn-Sham gap   7.24 eV

Last column: Mulliken charge in e.
Cartesian coordinates (Å):
C (-2.67, 1.17, 0.30)  -0.291
C (-2.95, -0.10, 0.29)  0.283
C (-0.39, 0.66, -0.25)  0.064
C (1.43, -0.81, 0.22)  -1.288
C (1.05, 0.60, -0.29)  -0.046
N (-1.42, 1.28, -0.14)  -0.020
S (-2.39, -1.54, -0.16)  -0.307
H (1.53, -1.53, -0.52)  0.330
H (0.72, -1.19, 0.92)  0.400
H (2.33, -0.69, 0.67)  0.407
H (1.31, 0.86, -1.47)  0.251
H (1.44, 1.30, 0.43)  0.217

***

## three
This record from the Open Molecules 2025 dataset describes an isolated molecule of C5H5NS. The level of theory is ωB97M-V/def2-TZVPD.

Results
M   111.169 g/mol
Kohn-Sham gap   8.22 eV

Last column: Mulliken charge in e.
Cartesian coordinates (Å):
C (0.73, 1.16, 0.39)  -0.434
C (1.88, 0.99, -0.02)  0.014
C (1.09, -1.59, 0.15)  0.030
C (-0.48, 0.42, 0.55)  0.609
C (-1.56, 0.53, -0.49)  -1.203
N (0.05, -1.06, 0.40)  -0.378
S (3.00, -0.12, -0.34)  -0.344
H (1.60, -2.57, -0.01)  0.355
H (-0.75, 0.55, 1.54)  0.301
H (-2.35, 1.16, -0.06)  0.313
H (-1.96, -0.46, -0.77)  0.323
H (-1.24, 0.98, -1.34)  0.413

***

## four
This record from the Open Molecules 2025 dataset describes a structure of composition C5H5NS. The level of theory is ωB97M-V/def2-TZVPD.

Results
M   111.169 g/mol
Kohn-Sham gap   8.91 eV

Last column: Mulliken charge in e.
Cartesian coordinates (Å):
C (0.78, 1.42, 0.40)  -0.701
C (1.43, 0.71, 1.45)  -0.366
C (-0.10, 0.52, -0.19)  0.216
C (-0.04, -0.78, 0.30)  0.339
C (-1.13, -1.23, -0.61)  -0.332
N (-1.17, 0.19, -1.19)  -0.402
S (1.01, -0.94, 1.57)  -0.253
H (0.82, 2.50, 0.10)  0.321
H (2.04, 1.29, 2.06)  0.467
H (-0.81, -2.21, -1.53)  0.162
H (-1.89, -1.82, -0.22)  0.285
H (-0.94, 0.36, -2.15)  0.263

***

On energetic grounds, one is preferred over the next structure by 60.4 kcal/mol.

***

## one
This record from the Open Molecules 2025 dataset describes an isolated molecule of C5H5NS. The level of theory is ωB97M-V/def2-TZVPD.

Results
M   111.169 g/mol
Kohn-Sham gap (alpha / beta)   7.37 / 7.37 eV

Last column: Mulliken charge in e.
Cartesian coordinates (Å):
C (1.09, 0.26, 2.07)  -0.356
C (0.74, -0.72, 0.04)  0.130
C (-0.37, 1.26, -0.03)  -0.112
C (-0.33, -0.98, -0.91)  -0.354
C (-0.72, 0.47, -1.24)  -0.192
N (1.24, -0.61, 1.16)  -0.289
S (-0.12, 1.68, 1.46)  -0.241
H (1.46, 0.21, 3.08)  0.403
H (-0.04, -1.59, -1.71)  0.320
H (-1.18, -1.41, -0.34)  0.205
H (-1.76, 0.81, -1.55)  0.270
H (0.01, 0.63, -2.02)  0.218

***

## two
This record from the Open Molecules 2025 dataset describes an isolated molecule of C5H5NS. The level of theory is ωB97M-V/def2-TZVPD.

Results
M   111.169 g/mol
Kohn-Sham gap   8.76 eV
SMILES   C#C[C@@H]1CN1C=S

Last column: Mulliken charge in e.
Cartesian coordinates (Å):
C (-2.89, -0.65, -0.28)  -0.028
C (-1.87, -0.06, 0.12)  -0.885
C (-0.36, 0.16, 0.36)  0.381
C (0.53, 1.36, -0.17)  -0.422
N (0.57, -0.11, -0.63)  -0.202
C (1.71, -0.73, -0.10)  -0.190
S (3.24, -0.28, -0.09)  -0.258
H (-3.79, -1.20, -0.34)  0.408
H (0.06, -0.46, 1.34)  0.306
H (1.23, 1.77, 0.71)  0.271
H (-0.10, 2.04, -0.93)  0.272
H (1.65, -1.84, 0.02)  0.347

***

## three
This record from the Open Molecules 2025 dataset describes a structure of composition C5H5NS. The level of theory is ωB97M-V/def2-TZVPD.

Results
M   111.169 g/mol
Kohn-Sham gap   8.33 eV

Last column: Mulliken charge in e.
Cartesian coordinates (Å):
C (-0.59, -0.07, 0.11)  0.829
C (-0.60, 1.50, 0.31)  -0.247
C (0.68, 1.97, -0.23)  -0.575
C (-1.86, -0.72, 0.00)  -0.386
C (-3.10, -0.68, -0.16)  -0.198
H (2.06, 0.64, 0.25)  0.127
H (-1.60, 2.03, 0.68)  0.313
H (0.58, 3.23, -0.32)  0.173
H (1.83, 1.41, -0.69)  0.244
H (-4.34, -0.29, -0.31)  0.300
N (0.39, -0.93, 0.03)  -0.436
S (1.97, -0.79, 0.00)  -0.144

***

On energetic grounds, two is preferred over the next structure by 15.5 kcal/mol.